Molecular formula: C4H6N2O
Method: DFT, ωB97M-V/def2-TZVPD

Calculated values
- E_HOMO: -8.3 eV
- Charge: 0
- Kohn-Sham gap: 9.08 eV
- Spin multiplicity: 1
- SMILES: C=C1CNN=CO1
- Energy above the lowest of the compared OMol25 structures with the same formula, charge and spin: 308.4 kJ/mol

Atoms and positions in Å:
C1 -0.08550 1.10903 -1.74403
C2 0.02850 0.53175 -0.51818
C3 0.99504 -0.49314 -0.02819
C4 -1.16050 0.21715 1.42344
H1 0.41748 0.80019 -2.64554
H2 -0.82661 1.88890 -1.89529
H3 1.58314 -0.12048 0.77888
H4 1.62160 -0.95986 -0.77806
H5 0.64500 -2.30490 0.89676
H6 -1.71636 0.74253 2.13118
N1 0.05229 -1.50304 0.50500
N2 -0.85955 -1.01344 1.33519
O1 -0.69454 1.10530 0.53885